DFT (ωB97M-V with the def2-TZVPD basis set) results for a 2-piece molecular cluster, C4H7NO3 overall.

Last column: Löwdin spin population.
Positions of all 15 atoms, in Å:
O (1.1819, 1.4655, -1.7596)  0.000
C (0.5463, 0.9218, -0.8872)  0.002
N (1.0790, 0.1276, 0.0738)  0.031
C (0.2344, -0.5275, 1.1264)  0.095
O (0.8080, -1.6566, 1.4681)  0.806
C (-0.9145, 1.0589, -0.8793)  0.001
C (-1.6972, 0.3754, 0.0942)  0.001
O (-1.0920, -0.6993, 0.6521)  0.006
H (1.7760, -0.5292, -0.2639)  0.001
H (0.1959, 0.1467, 2.0032)  0.048
H (-0.3516, -3.0977, -0.8334)  0.005
H (-1.4130, 1.7756, -1.5292)  0.000
H (-1.8821, 1.1385, 0.8866)  0.001
H (-2.6767, 0.0590, -0.2754)  0.000
H (-0.1431, -3.4774, -0.2198)  0.005

HOMO-LUMO gap (spin up / spin down) = 7.151 / 7.084 eV
Spin multiplicity = 2
ΔE to the lowest compared entry with this formula, charge and spin = 4.7620 eV
Total charge = +1
LUMO energy (spin up / spin down) = -8.82 / -8.82 eV

***

DFT (ωB97M-V with the def2-TZVPD basis set) results for one molecule with the formula C4H7NO3S.

Last column: Mulliken charge in e.
Positions of all 16 atoms, in Å:
C (-3.0906, 0.7225, -0.2692)  -1.192
C (-0.4591, 0.2573, 0.0305)  -0.583
C (0.7510, -0.2546, -0.0690)  0.995
C (1.9120, 0.6086, 0.2561)  -0.222
H (-3.0858, 1.0558, 0.7626)  0.326
H (-4.0130, 0.5649, -0.3418)  0.548
H (-2.7795, 1.4230, -1.0525)  0.309
H (-0.5386, 1.2663, 0.2335)  0.394
H (1.8729, -1.9011, -0.5500)  0.387
H (1.6018, 1.7658, 0.6895)  0.158
H (4.4507, -1.1274, 0.0017)  0.352
N (3.1598, 0.3792, 0.2223)  -0.429
O (-2.2137, -1.5880, 0.9038)  -0.587
O (0.9467, -1.5676, -0.4487)  -0.559
O (3.4500, -0.8644, -0.1108)  -0.400
S (-1.9645, -0.7403, -0.2580)  0.504

HOMO-LUMO gap = 8.933 eV
Spin multiplicity = 1
ΔE to the lowest compared entry with this formula, charge and spin = 4.4231 eV
Total charge = 0
LUMO energy = 0.27 eV

***

DFT (ωB97M-V with the def2-TZVPD basis set) results for a 2-piece molecular cluster, C4H7NO4 overall.

Last column: Mulliken charge in e.
Positions of all 16 atoms, in Å:
C (1.4059, -0.2304, -0.5235)  0.012
C (-1.9802, 0.4829, -1.0316)  -1.120
C (-0.7874, -0.3560, -0.7410)  0.913
C (0.7316, 0.7321, 0.8211)  0.501
N (0.9220, 0.1022, 1.9929)  -0.341
O (0.2957, -0.1434, -1.5019)  -0.395
O (1.6692, -1.4353, -0.1211)  -0.763
O (-0.8498, -1.4013, -0.0225)  -0.596
O (0.5497, 1.9199, 0.6859)  -0.625
H (0.4368, -1.9884, -0.1406)  0.555
H (2.1611, 0.4655, -0.8984)  0.413
H (1.1734, -0.8730, 1.9921)  0.219
H (1.0662, 0.6487, 2.8280)  0.248
H (-2.2771, 0.2890, -2.0636)  0.339
H (-1.7263, 1.5354, -0.9303)  0.299
H (-2.7908, 0.2521, -0.3453)  0.341

HOMO-LUMO gap = 8.947 eV
Spin multiplicity = 1
ΔE to the lowest compared entry with this formula, charge and spin = 2.7520 eV
Total charge = 0
LUMO energy = 0.15 eV